1.
Below is a 4-piece molecular cluster, C3H13NO3 overall at a distorted geometry, with properties calculated with the ωB97M-V functional and the def2-TZVPD basis.

Results
- F_max: 0.092 Eh/bohr
- E: -402.5095 Ha
- Molar mass: 111.1 g/mol
- 2S+1: 1
- LUMO energy: 0.8 eV

Bonds (Å) are listed after each position.
Cartesian coordinates (Å):
1 C -1.41390 2.09790 0.72114  C2 1.475, H5 1.088, H6 1.063, H7 1.090
2 C -0.46446 1.01385 1.03704  C1 1.475, C3 1.336, N4 1.511
3 C 0.74279 1.24762 1.56007  C2 1.336, H8 1.102, H9 1.107
4 N -0.61640 -0.33981 0.38358  C2 1.511, H10 0.995, H11 1.013
5 H -1.49418 2.60878 1.67787  C1 1.088
6 H -1.02784 2.79458 0.01794  C1 1.063
7 H -2.42588 1.73029 0.54993  C1 1.090
8 H 1.52826 0.55335 1.90035  C3 1.102
9 H 0.90750 2.33465 1.69192  C3 1.107
10 H -0.75600 -0.24136 -0.59701  N4 0.995
11 H 0.28133 -0.79209 0.51231  N4 1.013
12 H 0.07321 -6.85709 -2.68940  O14 0.992
13 H -0.10501 -5.75793 -3.80583  O14 0.942
14 O 0.32439 -5.94484 -2.98873  H12 0.992, H13 0.942
15 H 5.25697 1.91519 -0.01994  O17 0.980
16 H 4.73439 1.71983 1.42549  O17 0.950
17 O 4.80250 2.35923 0.72597  H15 0.980, H16 0.950
18 H -4.07780 -0.51774 -0.98797  O20 0.906
19 H -2.83318 -0.04621 -0.16132  O20 1.010
20 O -3.43668 0.12179 -0.95341  H18 0.906, H19 1.010

=====

2.
Below is a 3-piece molecular cluster, C3H13NO3 overall at a distorted geometry, with properties calculated with the ωB97M-V functional and the def2-TZVPD basis.

Results
- F_max: 0.105 Eh/bohr
- E: -402.4902 Ha
- Molar mass: 111.1 g/mol
- 2S+1: 1
- LUMO energy: 0.5 eV

Bonds (Å) are listed after each position.
Cartesian coordinates (Å):
1 C 0.70021 0.30894 1.52715  C2 1.552, N5 1.518, H6 1.092, H7 1.112
2 C 0.39884 -0.63666 0.33394  C1 1.552, C3 1.514, H8 1.039, H9 1.121
3 C 0.08005 0.04143 -0.98131  C2 1.514, O4 1.447, H10 1.119, H11 1.139
4 O -0.43581 -0.97288 -1.87547  C3 1.447, H12 1.009
5 N 0.76676 -0.36108 2.88770  C1 1.518, H13 1.055, H14 1.042
6 H 1.70163 0.72471 1.39486  C1 1.092
7 H 0.02565 1.19285 1.54447  C1 1.112
8 H 1.11745 -1.36227 0.14246  C2 1.039
9 H -0.66548 -0.94277 0.50599  C2 1.121
10 H -0.68030 0.84485 -0.81048  C3 1.119
11 H 0.82443 0.47385 -1.72646  C3 1.139
12 H 0.34902 -1.57549 -2.07054  O4 1.009
13 H -0.08022 -0.12211 3.46980  N5 1.055
14 H 1.54358 0.02622 3.46337  N5 1.042
15 H -1.15869 -2.43349 -5.27331  O17 1.034
16 H -0.26989 -2.75361 -6.54454  O17 1.032
17 O -0.68385 -1.94717 -6.05213  H15 1.034, H16 1.032
18 H -1.20624 2.86660 2.75986  O20 0.893
19 H -0.78172 3.22746 3.91452  O20 0.942
20 O -1.54539 3.40063 3.39012  H18 0.893, H19 0.942

=====

3.
Below is a 4-piece molecular cluster, C3H13NO3 overall at a distorted geometry, with properties calculated with the ωB97M-V functional and the def2-TZVPD basis.

Results
- F_max: 0.024 Eh/bohr
- E: -402.5327 Ha
- Molar mass: 111.1 g/mol
- 2S+1: 1
- LUMO energy: 0.6 eV

Bonds (Å) are listed after each position.
Cartesian coordinates (Å):
1 N 1.36859 -0.27593 -0.58164  C2 1.489, H5 1.010, H6 1.019
2 C 0.53327 -1.50100 -0.71818  N1 1.489, C4 1.498, H7 1.090, H8 1.096
3 C 0.43724 -3.69369 0.46378  C4 1.319, H9 1.085, H10 1.085
4 C 0.94747 -2.48421 0.33356  C2 1.498, C3 1.319, H11 1.079
5 H 1.33355 0.31275 -1.40210  N1 1.010
6 H 2.32732 -0.62090 -0.59028  N1 1.019
7 H -0.51966 -1.26767 -0.55793  C2 1.090
8 H 0.60497 -1.80826 -1.76757  C2 1.096
9 H 0.71744 -4.31998 1.30383  C3 1.085
10 H -0.12955 -4.20671 -0.30604  C3 1.085
11 H 1.54120 -2.05877 1.12754  C4 1.079
12 H -2.52453 1.41570 -1.23814  O14 0.962
13 H -2.56606 2.87601 -1.69031  O14 0.963
14 O -2.30028 2.30850 -0.95949  H12 0.962, H13 0.963
15 H -0.85708 3.92735 0.53476  O17 0.962
16 H 0.18780 4.35210 1.57586  O17 0.957
17 O -0.00420 3.69093 0.91180  H15 0.962, H16 0.957
18 H 0.23294 0.91658 0.75103  O20 0.974
19 H -0.70327 1.64788 1.61841  O20 0.962
20 O -0.62716 0.78932 1.19111  H18 0.974, H19 0.962

=====

4.
Below is a 4-piece molecular cluster, C3H13NO3 overall at a distorted geometry, with properties calculated with the ωB97M-V functional and the def2-TZVPD basis.

Results
- F_max: 0.043 Eh/bohr
- E: -402.5219 Ha
- Molar mass: 111.1 g/mol
- 2S+1: 1
- LUMO energy: 0.7 eV

Bonds (Å) are listed after each position.
Cartesian coordinates (Å):
1 N -1.08234 0.64908 -0.83070  C2 1.533, H5 1.001, H6 1.035
2 C -1.07966 1.55567 0.40553  N1 1.533, C4 1.532, H7 1.087, H8 1.153
3 C 0.82088 3.09636 0.21543  C4 1.325, H9 1.090, H10 1.080
4 C 0.32954 2.01172 0.79696  C2 1.532, C3 1.325, H11 1.098
5 H -2.03603 0.59694 -1.13065  N1 1.001
6 H -1.01131 -0.35025 -0.56945  N1 1.035
7 H -1.42359 0.96212 1.24835  C2 1.087
8 H -1.60291 2.58081 0.33095  C2 1.153
9 H 1.80063 3.50497 0.46255  C3 1.090
10 H 0.30703 3.32791 -0.70528  C3 1.080
11 H 0.95300 1.59681 1.59990  C4 1.098
12 H -0.32219 -3.29786 0.72515  O14 0.960
13 H 0.31692 -4.02029 1.94650  O14 0.962
14 O 0.08055 -3.16005 1.58610  H12 0.960, H13 0.962
15 H -0.71129 -3.07797 -1.60070  O17 0.992
16 H 0.29527 -2.06418 -0.95006  O17 0.976
17 O -0.58032 -2.47564 -0.82371  H15 0.992, H16 0.976
18 H 2.31810 -0.78960 -0.67658  O20 0.940
19 H 1.07692 0.06841 -0.81514  O20 0.999
20 O 1.55082 -0.71494 -1.21515  H18 0.940, H19 0.999

=====

no.,HOMO (eV)
1,-8.469
2,-9.791
3,-9.238
4,-9.777